No. 1
Molecular formula: C22H27ClN2O2
Method: DFT, wB97M-V/def2-TZVPD

The multiplicity is 1. The value obtained for the HOMO energy is -4.53 eV. The frontier orbital gap is 0.139 hartree. As for the net charge: 0. The calculation puts the strongest force on any atom at 2.793 eV Å⁻¹. The relative energy (zero: lowest compared OMol25 entry of this formula, charge and spin) comes out at 147.6 kcal per mole.

Bonds (Å) are listed after each position.
Atoms and positions in Å:
1 Cl -1.72757 3.19582 0.70692  C27 1.705
2 O -3.42256 -2.16008 -0.05955  C11 1.363, C21 1.510
3 O -3.96581 -1.77353 2.11942  C11 1.228
4 N -2.09456 0.23557 2.22200  C7 1.278, C26 1.319
5 N 0.74312 2.63166 1.62781  C8 1.487, C25 1.489, C27 1.320
6 C -2.17641 0.21581 4.61219  C16 1.404, C24 1.403, C26 1.469
7 C -2.54179 -0.14985 1.08842  N4 1.278, C11 1.536, H51 1.102
8 C 1.23072 2.45579 0.23395  N5 1.487, H34 1.091, H35 1.107, H40 1.114
9 C -4.05595 -0.08357 6.11349  C16 1.398, C18 1.402, H42 1.089
10 C -0.10864 -0.61521 3.30345  C17 1.410, C23 1.421, C26 1.478
11 C -3.38748 -1.43163 1.09166  O2 1.363, O3 1.228, C7 1.536
12 C 2.36924 -1.96878 3.15265  C14 1.399, C20 1.405, H37 1.095
13 C -5.11762 -3.96238 0.62261  C21 1.526, H29 1.104, H36 1.098, H48 1.098
14 C 1.71993 -1.85021 4.38569  C12 1.399, C23 1.401, H52 1.099
15 C -2.12555 1.13689 6.86902  C18 1.399, C24 1.392, H33 1.086
16 C -3.49931 -0.19909 4.83636  C6 1.404, C9 1.398, H43 1.085
17 C 0.55268 -0.77964 2.06952  C10 1.410, C20 1.402, H54 1.091
18 C -3.36549 0.55550 7.15308  C9 1.402, C15 1.399, H47 1.096
19 C -3.79104 -4.06481 -1.49355  C21 1.532, H30 1.103, H38 1.103, H41 1.099
20 C 1.74413 -1.51308 1.98022  C12 1.405, C17 1.402, H50 1.096
21 C -3.77797 -3.62732 -0.02575  O2 1.510, C13 1.526, C19 1.532, C22 1.519
22 C -2.70179 -4.35251 0.76439  C21 1.519, H28 1.098, H31 1.099, H32 1.100
23 C 0.50690 -1.15294 4.46564  C10 1.421, C14 1.401, H53 1.093
24 C -1.54283 0.96346 5.61648  C6 1.403, C15 1.392, H46 1.089
25 C 1.72471 2.53335 2.74347  N5 1.489, H39 1.103, H44 1.110, H45 1.108
26 C -1.46630 -0.03305 3.35016  N4 1.319, C6 1.469, C10 1.478
27 C -0.55297 2.74006 1.85504  Cl1 1.705, N5 1.320, H49 1.089
28 H -2.92493 -5.42193 0.87791  C22 1.098
29 H -5.34169 -5.01194 0.36532  C13 1.104
30 H -4.24316 -5.06346 -1.61264  C19 1.103
31 H -1.71593 -4.26279 0.28674  C22 1.099
32 H -2.65688 -3.90836 1.76938  C22 1.100
33 H -1.60146 1.73221 7.61109  C15 1.086
34 H 2.30864 2.31365 0.32036  C8 1.091
35 H 1.02617 3.35989 -0.37057  C8 1.107
36 H -5.07912 -3.91670 1.71888  C13 1.098
37 H 3.33307 -2.48606 3.11528  C12 1.095
38 H -2.77028 -4.11832 -1.90698  C19 1.103
39 H 2.69885 2.72144 2.26243  C25 1.103
40 H 0.75240 1.56149 -0.22651  C8 1.114
41 H -4.37704 -3.36959 -2.11171  C19 1.099
42 H -5.05980 -0.47272 6.27850  C9 1.089
43 H -4.06415 -0.61294 4.00763  C16 1.085
44 H 1.73576 1.52181 3.20004  C25 1.110
45 H 1.54127 3.28422 3.53706  C25 1.108
46 H -0.59277 1.44617 5.39137  C24 1.089
47 H -3.79630 0.61771 8.15937  C18 1.096
48 H -5.95410 -3.35049 0.25860  C13 1.098
49 H -0.83859 2.95706 2.88306  C27 1.089
50 H 2.26424 -1.60837 1.01967  C20 1.096
51 H -2.45563 0.33966 0.10437  C7 1.102
52 H 2.15125 -2.31969 5.28092  C14 1.099
53 H -0.00436 -1.02391 5.42302  C23 1.093
54 H 0.08217 -0.39520 1.16294  C17 1.091

No. 2
Molecular formula: C5H11NO
Method: DFT, wB97M-V/def2-TZVPD

The multiplicity is 1. The value obtained for the HOMO energy is -9.17 eV. The frontier orbital gap is 0.372 hartree. As for the net charge: 0. The calculation puts the strongest force on any atom at 1.431 eV Å⁻¹. Its SMILES is CCNCCC=O. The relative energy (zero: lowest compared OMol25 entry of this formula, charge and spin) comes out at 36.3 kcal per mole.

Bonds (Å) are listed after each position.
Atoms and positions in Å:
1 O 3.30126 -2.16984 -0.10092  C4 1.205
2 N -0.15568 0.06852 -0.27321  C5 1.451, C6 1.439, H17 0.996
3 C -2.20245 1.01539 -1.23400  C5 1.518, H8 1.077, H14 1.087, H16 1.094
4 C 2.26535 -1.58825 0.10255  O1 1.205, C7 1.501, H9 1.109
5 C -1.59744 0.15701 -0.13813  N2 1.451, C3 1.518, H12 1.099, H18 1.086
6 C 0.55050 -0.00841 0.97846  N2 1.439, C7 1.535, H10 1.073, H11 1.097
7 C 2.04527 -0.23594 0.71584  C4 1.501, C6 1.535, H13 1.081, H15 1.088
8 H -3.27425 0.92999 -1.16575  C3 1.077
9 H 1.34572 -2.15470 -0.14761  C4 1.109
10 H 0.15604 -0.83634 1.53632  C6 1.073
11 H 0.44801 0.86803 1.63038  C6 1.097
12 H -1.91173 0.62286 0.80604  C5 1.099
13 H 2.66847 -0.11648 1.59161  C7 1.081
14 H -1.82215 0.79074 -2.22755  C3 1.087
15 H 2.26807 0.49150 -0.06140  C7 1.088
16 H -2.12816 2.09768 -1.09035  C3 1.094
17 H 0.10563 0.89236 -0.76805  N2 0.996
18 H -2.06246 -0.82413 -0.15423  C5 1.086